P | Formula: C2H13O4S
Source: OMol25
Level of theory: wB97M-V/def2-TZVPD

Element x y z (Å)
C (-2.361, 0.767, 2.249)
C (-1.247, 0.156, 1.403)
S (-1.327, 0.393, -0.407)
H (-2.662, -0.004, 2.969)
H (-3.247, 1.160, 1.756)
H (-1.956, 1.606, 2.825)
H (-1.111, -0.909, 1.638)
H (-0.272, 0.543, 1.723)
H (-0.215, 3.285, -1.327)
H (0.600, 2.195, -0.727)
O (0.676, 2.929, -1.345)
H (0.824, -3.147, 0.326)
H (0.688, -2.577, -1.107)
O (0.415, -3.327, -0.534)
H (0.781, -0.323, -2.700)
H (0.190, -0.541, -1.295)
O (0.773, -0.999, -2.004)
H (2.475, -0.691, -1.510)
H (3.544, 0.118, -0.675)
O (3.431, -0.633, -1.257)

The value obtained for the LUMO energy is 3.684 eV. The value obtained for the HOMO-LUMO gap is 0.2645 hartree. The net charge is -1. The HOMO energy is -3.51 eV.



Q | Formula: C2H13O4S
Source: OMol25
Level of theory: wB97M-V/def2-TZVPD

Element x y z (Å)
C (-2.046, 1.341, -2.212)
C (-1.180, 0.901, -1.035)
S (-1.593, 1.200, 0.753)
H (-2.545, 0.488, -2.783)
H (-1.372, 1.921, -2.964)
H (-2.927, 1.973, -1.988)
H (-0.252, 1.503, -1.101)
H (-1.131, -0.181, -1.238)
H (-0.820, -1.124, 1.549)
H (-0.754, -2.588, 1.318)
O (-0.942, -2.044, 2.068)
H (1.536, 0.332, -0.973)
H (2.690, -0.700, -0.805)
O (2.474, 0.182, -1.239)
H (1.380, 1.151, 2.959)
H (0.489, 1.218, 1.666)
O (1.354, 0.838, 2.035)
H (1.908, -1.400, 1.560)
H (1.473, -2.762, 1.073)
O (2.256, -2.250, 1.358)

The value obtained for the LUMO energy is 3.417 eV. The value obtained for the HOMO-LUMO gap is 0.2535 hartree. The net charge is -1. The HOMO energy is -3.48 eV.



P is the most stable structure; the next one sits 0.789 eV above it.



P | Formula: C7H8N4O
Source: OMol25
Level of theory: wB97M-V/def2-TZVPD

Element x y z (Å)
C (1.154, -1.492, 0.975)
N (0.282, -0.431, 0.570)
C (0.164, -0.114, -0.664)
N (0.849, -0.770, -1.682)
C (0.724, -0.334, -2.884)
C (-0.080, 0.801, -3.221)
N (-0.791, 1.419, -2.336)
C (-0.736, 0.984, -1.046)
C (-1.567, 1.616, -0.154)
N (-1.772, 1.219, 1.102)
C (-1.222, 1.430, 2.210)
O (-1.574, 0.796, 3.309)
H (0.550, -2.380, 1.176)
H (1.916, -1.745, 0.233)
H (1.624, -1.185, 1.911)
H (1.248, -0.877, -3.662)
H (-0.130, 1.158, -4.241)
H (-2.234, 2.378, -0.543)
H (-0.443, 2.171, 2.388)
H (-2.198, 0.083, 3.100)

The value obtained for the LUMO energy (alpha / beta) is -0.673 / -0.674 eV. The value obtained for the HOMO-LUMO gap (alpha / beta) is 0.2643 / 0.2642 hartree. The HOMO energy (alpha / beta) is -7.86 / -7.86 eV.



Q | Formula: C7H8N4O
Source: OMol25
Level of theory: wB97M-V/def2-TZVPD

Element x y z (Å)
O (-0.009, 2.006, -0.839)
C (0.002, 0.781, -0.677)
N (1.136, -0.017, -0.574)
C (1.453, -1.063, 0.319)
C (2.722, -1.420, -0.006)
N (3.308, -0.562, -0.888)
C (2.390, 0.274, -1.139)
N (-1.132, 0.029, -0.414)
C (-1.300, -1.361, -0.578)
C (-2.609, -1.606, -0.594)
N (-3.317, -0.438, -0.466)
C (-2.439, 0.508, -0.342)
H (0.771, -1.609, 0.881)
H (3.384, -2.198, 0.359)
H (2.623, 1.112, -1.819)
H (-0.385, -2.067, -0.577)
H (-3.141, -2.543, -0.890)
H (-2.735, 1.576, -0.496)
H (-0.331, 1.890, 2.060)
H (-0.766, 1.480, 2.522)

The value obtained for the LUMO energy is -0.141 eV. The value obtained for the HOMO-LUMO gap is 0.3533 hartree. The HOMO energy is -9.75 eV.



Q is the most stable structure; the next one sits 0.146 eV above it.